No. 1
76
Properties=species:S:1:pos:R:3:forces:R:3 method="wB97M-V/def2-TZVPD" molar_mass_g_mol=651.58 total_charge=+2 s_squared=8.79 spin_multiplicity=6 e_tot_ev=-99345.4296 gap_ha="0.2947 / 0.2031" e_homo_ev="-13.884 / -13.999" max_force_ha_per_bohr=0.0295
C 2.547 -1.962 -2.366 -0.1 0.0 -0.1
C 0.756 0.514 -2.083 -0.1 0.0 0.3
H -1.016 -3.966 2.324 0.0 0.0 0.0
H -3.955 -0.101 -3.954 0.0 0.0 0.0
C -3.499 2.101 -0.093 0.0 -0.1 0.0
H -0.048 -4.217 0.036 0.0 0.0 0.0
H 0.336 -2.936 4.107 0.1 -0.2 0.0
C 0.752 0.702 -3.467 0.0 0.0 0.0
H 2.937 -1.028 -1.981 0.0 0.0 0.0
H 1.157 -5.284 -3.748 0.0 0.0 0.0
H -0.102 6.926 4.001 0.0 0.0 0.0
H 1.870 3.707 1.988 0.0 0.0 0.0
C 1.658 2.735 -1.791 0.0 0.0 0.0
H 2.034 3.516 -1.142 0.0 0.0 0.0
H 2.245 0.010 5.747 0.0 0.1 0.1
H 4.437 -2.603 -3.140 0.0 0.0 0.0
C -1.305 5.194 3.611 0.0 0.1 0.0
C -1.519 -1.320 -1.944 0.1 0.0 0.2
C 1.589 2.939 -3.160 0.0 0.0 0.0
C -1.445 1.639 1.040 -0.2 0.1 -0.2
H -3.951 -3.669 -1.592 0.0 0.0 0.0
N 0.636 1.152 1.991 -0.9 -0.8 -0.9
H -0.356 -3.711 -2.619 0.0 0.0 0.0
C -2.186 -0.453 -2.805 0.0 -0.1 0.0
C -2.289 2.549 0.420 0.1 -0.1 0.1
Fe 0.174 -0.962 1.327 -0.4 0.6 0.0
C -3.459 -0.768 -3.260 -0.1 0.0 0.0
C 1.190 -2.263 -2.220 0.0 0.1 0.0
N 1.646 1.271 2.863 0.8 0.6 0.5
C 0.499 -3.692 0.808 0.1 -0.1 0.1
H -5.083 -2.168 -3.200 0.0 0.0 0.0
N -1.720 0.321 1.068 0.3 -0.3 0.1
C 1.162 1.914 -3.996 0.0 0.0 -0.1
H 2.572 -1.992 3.596 0.0 0.0 0.0
C 0.694 -3.468 -2.711 0.0 0.2 0.0
P 0.175 -1.037 -1.323 0.0 0.3 -0.3
C 3.389 -2.847 -3.019 0.1 0.0 0.1
H 2.227 -3.388 -0.433 0.0 0.0 0.2
C -2.178 -2.471 -1.499 0.0 0.1 0.0
C 1.497 0.521 3.932 -0.5 -0.2 -0.2
H 3.546 -4.732 -4.030 0.0 0.0 0.0
H 0.445 -0.101 -4.125 0.0 0.0 0.0
H -4.182 2.798 -0.560 0.0 0.0 0.0
H -2.005 3.588 0.351 0.0 0.0 0.1
N 2.408 0.546 4.914 0.2 -0.1 0.1
C 2.504 -2.554 1.523 0.0 0.0 0.0
C -2.897 -0.094 0.604 0.0 -0.1 0.0
C -3.454 -2.775 -1.944 0.0 0.0 0.1
H 1.155 2.060 -5.068 0.0 0.0 0.0
C 1.979 -2.438 2.808 0.3 -0.3 -0.1
H -3.102 -1.152 0.695 0.0 0.0 -0.1
C -3.830 0.764 0.044 0.0 0.1 0.0
C 1.782 -3.221 0.537 0.1 -0.3 0.1
H 1.888 3.890 -3.581 0.0 0.0 0.0
S 0.130 -0.539 4.029 -0.3 0.9 0.4
H -2.256 3.346 3.103 -0.1 0.0 -0.1
H -4.781 0.378 -0.294 0.0 0.0 0.0
H 3.134 1.244 4.925 0.0 0.0 -0.1
C 0.718 -2.962 3.095 0.0 -0.5 -0.1
H 1.923 5.974 2.960 0.0 0.0 0.0
C 0.981 4.126 2.443 0.0 -0.1 -0.1
H -1.692 -3.130 -0.788 0.0 0.0 0.0
H -2.191 5.603 4.079 0.0 0.0 0.0
C 1.545 -4.351 -3.360 0.1 -0.1 0.0
H 3.496 -2.182 1.302 0.0 0.0 0.0
C -4.092 -1.928 -2.839 0.0 0.0 0.0
C 1.251 1.520 -1.258 -0.1 -0.1 -0.1
C -0.257 2.058 1.821 0.4 0.2 0.2
C 2.889 -4.044 -3.515 0.0 -0.1 0.0
H -1.731 0.473 -3.120 0.1 0.0 -0.1
C -0.044 -3.552 2.086 0.0 0.0 -0.1
H 1.347 1.325 -0.201 0.0 0.1 0.0
C -0.131 5.934 3.571 0.0 -0.1 0.0
C 1.010 5.396 2.990 0.1 0.1 0.0
C -0.206 3.390 2.446 -0.1 0.2 0.1
C -1.349 3.933 3.045 0.2 -0.2 -0.1

No. 2
17
Properties=species:S:1:pos:R:3:forces:R:3 method="wB97M-V/def2-TZVPD" molar_mass_g_mol=98.14 total_charge=0 e_above_lowest_ev=0.318 e_tot_ev=-8430.9223 gap_ha=0.3847 e_homo_ev=-9.451 max_force_ha_per_bohr=0.0055
C -1.755 -0.015 -0.076 0.1 0.1 0.0
H -0.946 -0.738 1.769 0.0 -0.1 -0.1
C 1.754 -0.557 -0.253 0.0 0.0 0.0
H 0.990 0.362 1.517 -0.1 0.1 -0.2
C 0.614 0.140 0.513 -0.1 0.0 0.1
C 0.106 1.437 -0.180 0.1 0.0 0.0
H 0.686 1.666 -1.082 0.0 0.0 0.1
C -1.336 1.160 -0.531 0.0 -0.1 0.0
C -0.682 -0.734 0.705 0.0 0.2 0.2
H -0.525 -2.151 -0.597 0.0 -0.1 0.1
H 0.183 2.316 0.473 0.0 -0.1 -0.1
H -2.752 -0.436 -0.197 0.2 0.1 0.0
H 1.780 -0.272 -1.311 -0.1 -0.1 0.1
H 1.659 -1.644 -0.194 0.1 0.1 0.0
H 2.733 -0.299 0.164 -0.2 0.1 0.0
O -0.563 -2.102 0.367 0.0 -0.1 -0.3
H -1.947 1.869 -1.087 0.1 -0.1 0.1

No. 3
47
Properties=species:S:1:pos:R:3:forces:R:3 method="wB97M-V/def2-TZVPD" molar_mass_g_mol=339.01 total_charge=-1 e_above_lowest_ev=0.048 e_tot_ev=-40676.6461 gap_ha=0.3430 e_homo_ev=-7.066 max_force_ha_per_bohr=0.0402
F 6.192 -15.881 -19.733 1.2 -0.2 -1.0
H 4.603 -19.475 -20.177 0.4 0.2 0.0
H 4.472 -19.342 -15.877 -0.1 0.0 0.0
F 4.012 -15.762 -20.041 -0.5 0.0 -0.1
O 1.120 -15.109 -19.818 -0.5 0.3 0.3
H 5.940 -13.168 -21.349 0.1 -0.1 -0.2
O 3.159 -12.490 -19.500 -0.7 0.2 0.1
H 6.542 -12.540 -17.339 0.0 0.2 -0.2
O 5.867 -13.160 -20.395 -0.2 0.7 0.0
H 5.094 -17.127 -21.125 -0.2 0.1 0.3
O 6.678 -13.413 -16.970 0.2 0.3 0.5
H 3.331 -19.838 -19.440 -0.3 -0.1 0.4
H 4.442 -16.277 -22.858 0.6 -0.4 0.1
O 2.654 -17.051 -17.021 -0.6 -0.3 0.2
H 7.862 -17.829 -16.413 0.1 -0.1 0.0
B 4.993 -16.079 -19.104 -0.4 -0.1 -0.6
F 4.909 -17.398 -18.713 -0.2 -1.1 0.2
H 2.253 -20.107 -16.889 -0.2 -0.1 0.1
H 1.945 -14.628 -19.888 0.2 0.2 0.0
O 7.287 -17.069 -16.332 0.3 0.3 0.2
H 2.606 -18.192 -21.302 0.3 -0.4 0.4
H 7.652 -15.227 -19.293 0.1 0.1 0.1
O 6.486 -19.879 -19.240 0.0 -0.1 -0.5
O 5.335 -17.531 -21.958 0.1 -0.3 -0.4
H 1.300 -15.955 -20.229 0.2 -0.5 -0.3
H 3.552 -13.008 -18.798 0.2 -0.2 0.1
H 4.801 -19.022 -17.320 -0.4 0.1 -0.2
H 5.821 -13.834 -17.029 -0.2 -0.4 -0.1
O 8.287 -14.700 -18.808 1.1 -0.1 -0.4
H 3.045 -16.999 -17.894 0.2 0.4 -0.4
O 3.725 -15.778 -23.250 -0.5 0.6 -0.2
H 6.684 -19.352 -18.466 0.0 0.3 0.3
H 3.781 -12.556 -20.225 0.5 -0.1 -0.1
F 4.916 -15.282 -18.014 -0.5 1.2 1.6
H 5.664 -14.066 -20.162 0.2 -0.3 0.0
O 3.650 -19.433 -20.247 -0.2 -0.3 -0.6
H 6.575 -17.240 -16.948 -0.4 0.0 0.0
H 3.154 -16.426 -16.496 0.2 0.1 0.1
H 7.782 -14.316 -18.090 -0.3 0.2 0.4
H 2.647 -16.826 -21.953 0.2 0.5 -0.2
O 5.183 -19.039 -16.442 0.6 -0.3 0.2
O 2.068 -17.419 -21.473 -0.8 0.0 -0.1
H 2.525 -18.802 -17.608 -0.2 0.7 0.3
H 3.400 -16.338 -23.954 -0.1 -0.1 -0.2
H 6.104 -20.684 -18.890 0.0 -0.3 0.2
O 2.622 -19.750 -17.698 0.1 -0.8 -0.2
H 6.053 -18.124 -21.739 0.3 -0.1 0.0

No. 4
28
Properties=species:S:1:pos:R:3:forces:R:3 method="wB97M-V/def2-TZVPD" molar_mass_g_mol=252.17 total_charge=0 e_above_lowest_ev=4.855 e_tot_ev=-32094.0753 gap_ha=0.3184 e_homo_ev=-8.786 max_force_ha_per_bohr=0.0851
O -0.885 3.709 -0.322 1.5 -3.7 0.9
C -0.575 -1.572 -1.854 -1.8 0.5 0.7
H 1.771 0.186 3.706 -1.7 0.2 -0.8
H -1.259 0.710 -1.513 0.4 -0.5 -0.2
H 1.744 2.138 -0.990 -1.4 -0.4 -0.6
H -2.742 1.401 0.959 1.5 -0.4 0.8
C -0.283 2.619 -0.191 -0.3 1.6 -1.0
C 0.812 0.403 3.130 -3.3 1.2 -2.6
P 0.108 0.240 -1.698 0.2 0.1 0.6
C -1.885 0.173 2.757 3.7 1.7 -1.3
C 0.885 1.307 1.875 -3.3 -1.4 1.0
C -1.805 1.109 1.529 3.2 -0.9 2.0
F 2.182 -3.476 -3.089 -2.4 0.7 2.3
H 0.680 0.203 -3.013 -0.2 -0.1 0.4
H -2.880 -0.257 3.095 1.6 0.7 -0.5
H -0.628 -0.840 4.429 0.0 1.1 -1.4
H 0.936 -0.175 -0.602 -0.2 0.0 -0.4
F 1.855 -2.482 -1.072 -1.6 -1.3 -2.0
H -0.660 -2.023 -0.793 0.2 0.5 -1.7
C 0.667 2.058 -1.383 0.1 1.3 1.2
H 0.602 2.705 -2.325 -0.2 -0.7 1.5
F 0.729 -4.384 -1.603 0.7 2.8 -0.9
O 0.207 -2.389 -2.776 1.7 -1.5 2.4
C -0.409 1.655 1.088 -0.3 -1.3 2.3
C 1.183 -3.153 -2.118 1.2 -0.5 -1.3
H 1.877 1.723 1.510 -1.5 -0.6 0.6
H -1.650 -1.437 -2.262 1.7 -0.7 0.3
C -0.576 -0.152 3.526 0.3 1.6 -2.2

No. 5
84
Properties=species:S:1:pos:R:3:forces:R:3 method="wB97M-V/def2-TZVPD" molar_mass_g_mol=1124.40 total_charge=+1 e_above_lowest_ev=0.109 e_tot_ev=-327261.3316 gap_ha=0.1875 e_homo_ev=-8.420 max_force_ha_per_bohr=0.0112
H -4.295 4.385 -5.774 0.0 0.0 0.0
C 4.663 2.203 -0.474 0.0 0.0 0.0
C -0.411 2.146 1.688 -0.1 -0.2 0.0
H -2.504 5.979 -6.346 0.0 0.0 0.0
C 2.712 1.399 -1.580 0.0 0.0 0.0
H -2.017 -3.052 3.504 0.0 0.0 0.0
H -4.218 6.750 -0.334 0.0 0.0 -0.1
H -1.828 6.983 -5.062 0.0 0.0 0.0
H -5.323 6.088 -6.984 0.0 0.0 0.0
Se -2.954 -0.827 -0.997 -0.1 0.0 -0.2
C -1.912 4.830 -1.297 0.0 0.0 0.0
O -0.102 0.950 1.291 0.1 0.3 0.2
O -2.361 -2.430 -1.063 0.0 0.0 0.0
H 4.830 1.615 1.579 0.0 0.0 0.0
C -1.435 3.187 -3.039 0.0 0.0 0.0
C -1.323 3.625 -1.715 0.0 0.0 0.0
H 1.563 -4.706 1.766 0.0 0.0 0.0
H -1.908 6.461 1.679 0.0 0.0 0.0
F -2.210 3.568 -5.225 0.0 0.0 0.0
C -2.244 7.781 -0.020 0.0 0.0 0.0
O -1.702 -0.135 -0.126 0.0 0.1 -0.2
C 0.836 -2.848 0.982 0.0 -0.1 -0.1
C 3.872 2.107 -1.638 0.0 0.0 0.0
H -4.546 -4.584 -0.509 0.0 0.0 0.0
C -0.764 3.089 0.586 0.0 0.0 0.0
H -3.298 -2.553 -4.069 0.0 0.0 0.0
H -3.302 8.754 -5.495 0.0 0.0 0.0
Si -2.753 -3.789 -2.004 0.0 -0.1 -0.1
H -0.461 -4.578 -1.636 0.0 0.0 0.0
C 0.790 -3.953 1.824 -0.1 0.0 0.1
H -4.817 -5.141 -2.166 0.0 0.0 0.0
C -0.242 -4.030 2.736 0.1 0.0 -0.1
C -5.474 6.184 -5.911 0.0 0.0 0.0
H -5.652 8.272 -5.934 0.0 0.0 0.0
H -5.060 7.635 -4.520 0.0 0.0 0.0
C -2.245 6.449 0.654 0.0 0.0 0.0
C -1.205 -3.019 2.793 0.0 0.0 0.0
C -4.484 -4.296 -1.560 0.0 0.0 0.0
H -1.528 -5.947 -1.987 0.0 0.0 0.0
H -1.323 4.560 1.966 0.0 0.0 0.0
C -2.758 6.623 -5.495 0.0 -0.1 -0.1
H -3.139 6.486 -2.003 0.0 0.1 0.0
C -2.743 5.140 -3.552 0.0 0.0 0.0
C -0.642 2.740 -0.772 -0.1 -0.2 -0.2
C 4.254 1.578 0.665 0.0 0.0 0.0
C -3.548 7.141 0.414 0.0 0.0 0.0
C -1.112 -1.961 1.925 -0.1 0.0 0.0
H -3.608 7.943 -7.041 0.0 0.0 0.0
H -4.050 7.538 1.285 0.0 0.0 0.0
N -3.525 5.906 -4.480 0.1 0.1 0.1
N -1.816 5.190 0.049 0.0 0.0 -0.1
H -5.229 4.721 -4.313 0.0 0.0 0.0
C -1.454 -4.997 -1.453 0.0 0.0 0.0
C -2.120 3.948 -3.935 0.1 0.0 0.0
N -0.112 -1.898 1.026 0.2 0.1 0.0
H 5.592 2.758 -0.491 0.0 0.0 0.0
H -6.537 6.102 -5.699 0.0 0.0 0.0
H -1.821 -1.148 1.914 0.0 0.0 0.0
H 2.065 1.295 -2.437 0.0 0.0 0.0
C -4.632 5.177 -5.102 0.0 0.0 0.0
H 4.174 2.568 -2.566 0.0 0.0 0.0
O -3.057 -0.238 -2.488 0.0 0.0 0.2
H -1.546 -5.200 -0.384 0.0 0.0 0.0
O -4.265 -0.811 -0.085 0.1 0.0 -0.1
C -2.622 5.578 -2.253 -0.1 -0.1 0.1
H -0.997 2.237 -3.321 0.0 0.0 0.0
O -0.509 2.491 2.843 0.0 0.0 0.0
Se 0.235 -0.872 -2.437 -0.1 -0.1 0.1
C -2.588 -3.336 -3.797 0.0 0.0 0.0
H -1.864 8.612 0.557 0.0 0.0 0.0
H -2.764 -4.204 -4.436 0.0 0.0 0.0
C 3.050 0.836 0.678 0.1 0.0 0.2
W 0.401 -0.251 -0.260 0.1 0.0 0.6
H -5.181 -3.471 -1.720 0.0 0.0 0.0
H -1.582 -2.964 -4.003 0.0 0.0 0.0
C -3.609 7.820 -5.960 0.0 0.0 0.0
H -0.299 -4.870 3.416 0.0 0.0 0.0
Se 2.437 -0.077 2.150 -0.1 -0.1 -0.4
C -1.300 4.295 0.917 0.0 0.0 0.0
O -0.060 1.731 -1.231 0.1 0.2 0.0
N 2.297 0.774 -0.443 0.0 0.0 -0.1
H -2.013 7.837 -1.072 0.0 0.0 0.0
Se 2.096 -2.355 -0.290 -0.1 0.0 -0.1
N -5.030 7.568 -5.540 0.0 0.0 0.0

No. 6
112
Properties=species:S:1:pos:R:3:forces:R:3 method="wB97M-V/def2-TZVPD" molar_mass_g_mol=999.16 total_charge=+1 e_above_lowest_ev=0.000 e_tot_ev=-95229.3856 gap_ha=0.2151 e_homo_ev=-9.559 max_force_ha_per_bohr=0.0066
C -1.164 -6.549 0.724 0.0 0.0 0.0
C 1.792 0.188 -1.307 0.0 0.0 -0.1
H 0.747 3.888 2.420 0.0 0.0 0.0
Pb -0.958 -0.088 0.397 0.1 0.2 -0.3
S -3.307 0.404 2.227 0.0 0.2 0.2
H -0.400 -0.482 4.446 0.0 0.0 0.0
H 4.821 2.853 4.557 0.0 0.0 0.0
H 3.826 -2.421 -2.084 0.0 0.0 0.0
C -0.498 -2.859 0.231 0.0 0.0 0.0
C -0.321 2.795 4.696 0.0 0.0 0.0
H -0.586 2.016 5.410 0.0 0.0 0.0
C -5.397 -2.464 0.259 0.1 0.1 0.0
H 0.715 3.096 4.868 0.0 0.0 0.0
H 1.517 -0.742 5.940 0.0 0.0 0.0
N -1.416 2.876 -1.302 0.1 0.2 0.1
H -0.305 -8.155 -0.379 0.0 0.0 0.0
H -6.420 -2.217 0.515 -0.1 0.0 0.0
H 1.299 3.227 -1.361 0.0 0.0 0.1
N -3.512 4.555 0.795 0.0 0.1 0.0
C 1.305 3.295 -2.450 -0.1 0.0 0.0
C 3.080 -1.645 -2.227 0.0 0.0 0.1
C 2.797 -0.802 -1.189 0.1 -0.1 0.0
H 3.797 1.774 -0.738 0.0 0.0 0.1
H -5.389 -1.573 -1.726 0.0 -0.1 0.0
C -0.345 -7.080 -0.250 0.0 0.0 0.0
C -2.630 2.815 -0.901 -0.1 -0.1 -0.1
H 3.297 -0.923 -0.235 0.0 0.0 0.0
C 1.563 0.036 5.174 0.0 0.0 0.0
P 0.348 0.854 2.667 0.0 -0.1 0.0
H 1.212 -2.416 4.217 0.0 0.0 0.0
C -0.183 1.816 -4.673 0.1 0.0 0.0
H 2.821 3.334 -4.024 0.0 0.0 0.1
N -4.328 1.053 -1.761 0.1 0.1 0.0
H -2.282 2.357 -4.407 -0.1 0.0 0.0
C 4.405 2.385 1.208 0.0 0.0 0.0
H 3.188 2.197 -2.724 0.0 0.0 0.0
H 1.073 -6.683 -1.825 0.0 0.0 0.0
N 1.330 0.937 -0.271 -0.1 0.2 0.1
H 3.352 3.936 -2.456 0.0 0.0 0.0
O 0.162 -2.111 -0.524 0.0 0.0 0.2
H -3.593 -1.916 1.192 0.1 -0.1 0.0
H -1.918 -3.732 1.908 0.0 0.0 0.0
C -3.579 1.829 -1.369 0.1 0.0 -0.1
O -1.140 1.901 -2.205 -0.1 -0.2 0.0
H 1.325 0.984 5.651 0.0 0.0 0.0
H 3.781 -2.536 -4.825 0.0 0.0 0.0
H 1.314 5.433 -2.490 0.0 0.0 0.0
C 0.432 -6.255 -1.066 0.0 0.0 0.0
P 0.359 1.820 -2.936 0.0 0.0 0.0
H -5.852 -3.287 -1.677 0.0 0.0 0.0
C -8.040 -0.157 1.286 0.0 0.0 0.0
C 2.848 2.037 2.956 0.0 0.0 0.0
C 1.078 -1.675 3.427 0.0 0.0 0.0
C 1.481 -0.583 -3.629 -0.1 0.0 0.0
C -0.264 3.501 2.274 0.0 0.0 0.0
H 2.494 -3.584 -4.243 0.0 0.0 0.0
C -4.614 -0.265 1.332 0.1 -0.1 -0.3
H -1.213 3.745 -4.645 0.0 0.0 0.0
C 4.084 2.514 2.559 0.0 0.0 0.0
H -7.183 1.237 -0.108 0.0 0.0 0.0
H 5.369 2.736 0.852 0.0 0.0 0.0
H -1.766 -7.181 1.365 0.0 0.0 0.0
H -7.815 -1.111 1.767 0.0 0.0 0.0
C 0.369 -4.891 -0.890 0.0 0.0 0.0
C 2.252 1.362 0.697 0.0 0.0 0.0
H -0.315 4.778 -2.519 -0.1 0.0 0.0
C 2.752 3.169 -2.949 0.0 0.0 0.0
C 1.185 0.327 -2.581 0.0 0.0 0.0
H -0.339 3.182 1.229 0.0 0.0 0.0
C 0.610 -0.351 4.041 0.0 0.0 0.0
C -5.191 -2.535 -1.245 0.0 0.1 -0.1
H -0.974 4.314 2.433 0.0 0.0 0.0
C 2.408 -1.575 -3.469 0.0 -0.1 0.0
N -5.655 0.532 1.069 -0.1 -0.2 0.2
C -3.093 3.801 0.039 0.1 -0.1 0.0
O -1.245 -2.336 1.150 -0.1 -0.1 0.0
H -8.969 -0.266 0.723 0.0 0.0 0.0
C 0.970 2.144 -5.633 0.0 0.0 0.0
C 5.029 3.167 3.533 0.0 0.0 0.0
H -0.488 0.780 -4.842 -0.1 0.0 0.0
C 0.694 4.629 -2.890 0.0 0.0 -0.1
C 3.515 1.840 0.306 0.1 0.0 0.0
H 1.871 1.566 -5.424 0.0 0.0 0.0
H -5.579 1.416 1.545 0.0 0.0 0.0
H 6.065 2.914 3.307 0.0 0.0 0.0
O -2.036 -4.702 1.881 0.0 -0.1 0.0
C -0.455 -4.328 0.091 0.0 0.0 0.0
C 2.723 -2.563 -4.560 0.0 0.0 0.0
H -8.207 0.579 2.074 0.0 0.0 0.0
H 2.045 -1.544 2.932 0.0 0.0 0.0
N -4.482 -1.526 0.916 -0.1 0.0 0.0
C 1.942 1.444 2.066 0.0 0.0 0.0
C -6.917 0.291 0.364 0.1 0.0 0.0
H 2.144 -2.357 -5.461 0.0 0.0 0.0
H 2.574 2.134 3.999 0.0 0.0 0.0
C -1.226 -5.168 0.910 0.0 0.0 0.0
H -6.745 -0.407 -0.448 0.0 0.0 0.0
C -0.555 2.360 3.252 0.0 0.0 0.0
C -1.399 2.710 -4.930 0.1 0.1 -0.1
H -0.951 3.663 4.907 0.0 0.0 0.0
H 0.364 -2.072 2.707 0.0 0.0 0.1
H -4.162 -2.814 -1.477 0.0 0.0 0.0
H 0.982 -0.497 -4.587 0.0 0.0 0.0
H 1.223 3.206 -5.599 0.0 -0.1 0.0
H -1.615 2.698 -5.999 0.0 0.0 0.0
H 0.951 -4.215 -1.504 0.0 0.0 0.0
H -5.200 -3.437 0.708 0.0 0.0 0.0
H 4.943 4.255 3.497 0.0 0.0 0.0
H 0.691 4.735 -3.977 0.0 0.0 0.1
H -1.607 2.094 3.153 -0.1 0.0 0.0
H 2.592 0.072 4.814 0.0 0.0 0.0
H 0.653 1.915 -6.651 0.0 0.0 0.0